[1]
Molecular formula: C22H30N3O
Method: DFT, wB97M-V/def2-TZVPD

The value obtained for the electronic energy is -1095.615253 a.u. The HOMO-LUMO gap comes out at 8.4606 eV. Its largest force on an atom is 0.0146 Eh/bohr. As for the energy above the lowest of the compared OMol25 structures with the same formula, charge and spin: 2.5 kcal/mol. As for the HOMO energy: -11.0 eV. Its SMILES is CC(C)c1ccccc1[NH2+]CC(=O)N1CCN(Cc2ccccc2)CC1.

Structure (ORCA input):
```
! wB97M-V def2-TZVPD RIJCOSX def2/J DEFGRID3
* xyz 1 1
C -2.5474 0.0524 -0.2754
H -3.1519 -0.8437 -0.4221
H -4.0658 -0.1224 2.0412
C -6.6886 -2.2572 -0.0727
H 5.9737 -0.6155 -1.9395
C -5.3973 -0.2733 0.3595
C 1.5721 -0.4849 1.0704
H 4.0761 0.2349 -3.0937
C -4.4325 0.5073 1.2107
C 4.5502 -1.9223 1.3663
H 5.9727 -3.5059 1.1914
H -2.2810 0.4354 -1.2668
C -6.8059 -0.4034 -1.5860
C -1.2565 -0.3187 0.4684
H 2.5426 -0.0371 -2.2709
N 2.9353 -0.1166 1.5093
C -5.7887 -1.5567 0.7131
H -2.4100 1.6760 2.2169
O 1.5363 1.8715 1.0943
N -3.3424 1.0476 0.4126
H 4.7644 2.9450 -1.6324
H -5.6040 1.2954 -1.0715
H 2.8802 0.9589 1.3695
H -4.9560 1.3625 1.6494
C 5.1633 2.0077 -1.2546
C 6.0778 -2.1297 -0.4531
H 2.9613 1.5757 -2.8506
H -1.5052 -0.7340 1.4524
C 5.5740 -2.6096 0.7453
C 4.0380 -0.7642 0.7944
C 5.5643 -0.9753 -1.0097
H 3.0554 -0.2860 2.5111
C 4.0229 1.0038 -1.0618
H -5.3968 -2.0098 1.6136
C -7.1974 -1.6823 -1.2238
C -1.1585 2.1466 0.5374
C 3.3603 0.6699 -2.4024
H -3.0426 2.9612 1.1689
H -0.7112 -1.0734 -0.1020
N -0.4449 0.8768 0.6289
H 5.8993 1.6432 -1.9646
H -7.8992 -2.2279 -1.8358
H 4.1470 -2.2840 2.3016
H -6.9916 -3.2523 0.2162
C 0.8372 0.8706 0.9245
H -7.2034 0.0492 -2.4818
C -2.5344 1.9928 1.1659
H 6.8761 -2.6561 -0.9515
H 1.0732 -1.1373 1.7861
H 5.6650 2.2044 -0.3099
C 4.5328 -0.2571 -0.4044
H 3.2721 1.4940 -0.4374
C -5.9128 0.2981 -0.7979
H -1.2526 2.4415 -0.5107
H -0.5709 2.9022 1.0611
H 1.6255 -0.9880 0.1025
*
```


[2]
Molecular formula: C22H30N3P2S5SbV
Method: DFT, wB97M-V/def2-TZVPD

The value obtained for the electronic energy is -4878.622787 a.u. As for the expectation value of S²: 0.774. The HOMO-LUMO gap (alpha / beta) comes out at 6.5349 / 6.1796 eV. Its largest force on an atom is 0.0158 Eh/bohr. As for the HOMO energy (alpha / beta): -6.7 / -6.2 eV.

Structure (ORCA input):
```
! wB97M-V def2-TZVPD RIJCOSX def2/J DEFGRID3
* xyz 0 2
C -1.0545 2.9387 1.8329
V 0.3025 0.5732 0.5645
C 1.2690 4.2477 -1.4809
C 2.8237 3.6270 -3.2030
C -3.6393 -3.7122 -0.6755
H -1.7086 0.0153 -3.4840
C -2.3085 -0.5706 2.4709
H 4.6561 -5.2058 0.8725
H -2.3796 2.5782 -1.3979
P -0.9904 -1.3405 1.4186
S 1.9954 0.2560 -1.0544
C 2.4382 -3.5188 0.0117
N 3.4626 -2.7016 -0.2794
C 1.2705 2.9271 -1.0173
C -0.2352 3.4458 0.6894
H 0.1831 -2.2811 3.2763
C -0.4828 -2.6958 2.5172
H -4.7004 -3.1924 -2.4669
H 0.0543 -3.4492 1.9435
C 2.8254 2.3001 -2.7239
H -3.6236 -1.0008 -2.6872
H -4.1011 -4.6854 -0.5890
H -0.1210 -0.5361 -2.8704
N 0.4930 2.5544 0.0572
C -3.3629 -1.6393 -1.8522
H -3.4490 1.6036 -0.3775
H -3.0147 -1.3279 2.8176
H -2.8590 0.1711 1.8880
H -0.4251 1.1919 -3.0987
H -2.4623 -3.9531 1.0921
P -1.4815 0.3558 -1.0922
S 0.9204 -3.3735 -0.7146
C -2.4116 -1.2264 -0.9236
H 2.0548 5.6065 -2.9666
C -2.7166 -3.2991 0.2691
H 3.2506 -1.8576 -0.7989
C -2.8259 1.5892 -1.2724
S 2.0029 0.1572 2.1950
C 2.0594 1.9233 -1.6485
S 1.9780 3.9321 3.1484
C -0.2600 4.8034 0.2914
H 4.3542 -3.8561 1.9937
C -2.1061 -2.0554 0.1544
C -0.8810 0.2425 -2.8113
H 3.4401 1.5581 -3.2152
H 3.4336 3.8757 -4.0604
H -3.4594 1.3799 -2.1359
H -0.8522 5.5047 0.8614
N 2.6631 -4.4876 0.9276
C 0.4759 5.1951 -0.7811
H -2.0862 2.7526 1.5191
H -1.8490 -0.0769 3.3300
C -3.9737 -2.8747 -1.7328
S 1.0833 0.3496 4.1193
H -1.0594 3.6521 2.6560
C 2.0614 4.5882 -2.6030
H 1.9430 -5.1923 0.9513
H 3.7624 -5.4534 2.3860
Sb 2.9050 1.9985 3.7333
C 3.9318 -4.7636 1.5621
H 0.4852 6.2286 -1.1025
H -1.3535 -3.1326 3.0079
H 4.2881 -2.6837 0.2946
H -0.6327 2.0204 2.2643
*
```


[3]
Molecular formula: C22H30N4O3S
Method: DFT, wB97M-V/def2-TZVPD

The value obtained for the electronic energy is -1698.486275 a.u. The HOMO-LUMO gap comes out at 7.4728 eV. Its largest force on an atom is 0.3015 Eh/bohr. As for the energy above the lowest of the compared OMol25 structures with the same formula, charge and spin: 554.6 kcal/mol. As for the HOMO energy: -7.6 eV. Its SMILES is CC[C@H]1CCCCN1CCCNC(=O)c1nn(C)c2c1CS(=O)(=O)c1ccccc1-2.

Structure (ORCA input):
```
! wB97M-V def2-TZVPD RIJCOSX def2/J DEFGRID3
* xyz 0 1
H -4.6210 -3.1079 0.2454
H 2.8352 3.6713 -0.8504
H 3.6272 -0.7548 -1.8512
C 1.8966 -1.9924 0.4757
H 1.4245 -2.3186 -2.4390
H 4.1864 2.2595 0.5844
H -3.2090 3.8904 2.0492
H 2.9811 0.7425 2.2749
C -4.2261 0.1026 0.0127
C 2.9723 2.5113 0.6641
S -2.1300 -1.6203 -0.3798
C -1.1568 1.9104 -0.6720
O -2.1981 -3.1641 -0.8991
C -3.7211 3.1322 1.3247
N -1.5865 2.9532 -0.0006
H 5.0280 0.1426 1.4973
H 2.7420 -3.5825 2.0224
C 3.9405 -1.6856 1.8385
C 2.8915 -2.7084 1.2569
C 2.6774 0.9537 1.1674
H 2.9188 3.0637 1.5208
H 1.6541 -0.3113 -0.3846
C 0.1956 2.0314 -1.1317
H 3.5573 -2.3914 -1.4234
C -4.0003 -1.1692 0.0306
H 1.3919 -1.5647 1.1848
C 4.5054 -0.8370 1.0023
C 2.3495 -0.8761 -0.4957
H 3.3264 -1.3842 2.6915
C -5.4883 0.6501 0.3190
C 3.0570 -1.5785 -1.8188
H 2.6519 2.1576 -1.4187
O 0.6883 1.2464 -2.1584
C 2.5140 2.9197 -0.5474
H 1.3024 -2.6947 -0.1219
H 1.4908 1.1246 1.1189
C -2.0840 0.9527 -0.7828
N -2.9048 2.4021 0.5125
H -5.8157 1.5876 0.3645
H 0.5235 3.3271 0.2708
H -0.7348 -0.4863 -1.7305
H -6.9491 -2.4351 0.2912
H 3.6861 -3.3934 0.5640
N 3.2218 0.0344 0.2325
O -1.4414 -1.2367 0.8109
H 4.8251 -2.1845 2.5804
H -4.4160 3.5436 0.9386
H 1.5410 -0.7928 -3.0452
C -6.5347 -0.3773 0.3262
C -3.1383 1.1339 -0.2583
C -4.8633 -2.1293 0.1493
H -7.4764 0.1593 0.6920
C 2.0504 -1.6810 -2.6677
H 4.8966 -1.1440 0.2307
N 1.0413 2.8626 -0.6565
H 2.6365 -2.0848 -3.6475
H -4.2584 2.5418 2.1378
H -2.3618 -0.4240 -2.7276
C -1.7217 -0.3082 -1.5690
C -6.1904 -1.5893 0.2948
*
```


[4]
Molecular formula: C22H30N4O4
Method: DFT, wB97M-V/def2-TZVPD

The value obtained for the electronic energy is -1376.292733 a.u. The HOMO-LUMO gap comes out at 9.0049 eV. Its largest force on an atom is 0.0149 Eh/bohr. As for the energy above the lowest of the compared OMol25 structures with the same formula, charge and spin: 90.1 kcal/mol. As for the HOMO energy: -8.3 eV. Its SMILES is Cc1cc(C)n(C[C@H](O)COc2cccc(OC[C@H](O)Cn3nc(C)cc3C)c2)n1.

Structure (ORCA input):
```
! wB97M-V def2-TZVPD RIJCOSX def2/J DEFGRID3
* xyz 0 1
C 0.4097 0.9833 5.6211
H -2.1247 1.0150 -1.2610
N -0.8186 -0.8549 5.3509
C 1.5942 -0.9253 -4.9869
H 1.2264 2.4720 4.3306
H 2.9264 1.1731 -3.9985
C 1.4367 2.0047 5.2926
H 2.4297 1.5572 5.2465
H -1.2442 -2.6223 -1.6788
H 1.4821 0.2809 3.2856
C -0.7410 -1.8890 -4.5477
C -1.1947 1.3391 -3.2519
O 1.0259 0.4028 0.8068
C -1.6472 -0.7090 -2.5420
H -0.9050 0.4451 2.4995
H -1.4131 -1.5946 3.7116
C -1.0115 2.8087 -3.3748
H 2.1863 2.4978 -0.0052
O -0.1933 -0.7311 -6.6059
H -1.9054 -1.0592 8.3247
H 3.1078 2.8877 -2.2681
C 2.5119 0.9842 -3.0213
H -2.5178 -1.6916 -0.8789
C -2.0827 -1.9444 -1.8422
C -0.4515 0.8905 6.6948
O -1.2574 -1.5737 2.7447
H -0.5199 0.0641 -6.1456
H -2.6440 -1.7720 6.8787
C 0.3244 -1.5667 -5.6109
H 1.4390 2.7741 6.0596
H 1.5011 0.1548 -5.1253
C 1.8848 -0.2188 -2.7259
C 2.1172 1.7425 -0.7712
H 2.4859 -1.2762 -5.5184
C -2.2805 -0.8501 7.3240
H 1.1975 -1.4433 3.6586
C 0.7331 -0.4544 3.5758
H -1.9335 3.3304 -3.1249
C -1.2017 -0.2769 6.4774
H -0.2321 3.1408 -2.6890
H 0.8590 -1.6416 1.1275
O 1.7126 -1.2424 -3.6144
H -0.3600 -2.6637 -3.8785
C 0.2469 -0.7303 1.1176
H -0.7174 3.0613 -4.3899
H 0.9506 -1.4087 -1.2384
N -0.8172 0.5079 -4.2103
H -1.6304 -2.2683 -5.0666
C 1.5029 0.5276 -0.4647
H 0.5860 -2.5048 -6.1117
C 2.6210 1.9521 -2.0361
H -2.8301 -2.4749 -2.4328
C -0.3683 -0.5202 2.5026
N 0.1586 -0.0919 4.8409
N -1.0826 -0.7272 -3.7697
H -0.5303 1.5663 7.5216
C -1.7324 0.6179 -2.1748
H -0.5657 -0.8567 0.3946
C 1.4030 -0.4523 -1.4384
H -3.1065 -0.1456 7.4124
*
```